This record from the OMol25 dataset describes a cluster of 6 separate species, C18H45N8O6 in total. The level of theory is wB97M-V/def2-TZVPD.

Computed properties:
- charge = -1
- orbital gap (Ha) = 0.064
- spin multiplicity = 1
- LUMO (eV) = 1.493
- molecular weight (g mol⁻¹) = 469.6

Each line ends with the Löwdin charge.
Positions of all 77 atoms, in Å:
1 N 3.299 -0.683 7.600  -0.0009
2 C 3.461 0.577 6.831  -0.2685
3 C 3.758 1.822 7.645  -0.4189
4 O 2.726 2.115 8.594  -0.0731
5 C 4.007 2.981 6.669  -0.4150
6 N 2.981 3.097 5.719  -0.2474
7 N 3.510 3.625 4.462  -0.1357
8 H 4.095 -1.280 7.412  0.0391
9 H 2.508 -1.174 7.199  0.0290
10 H 4.290 0.487 6.119  0.1072
11 H 2.575 0.774 6.228  0.0818
12 H 4.668 1.648 8.235  0.1217
13 H 1.917 1.712 8.253  0.0744
14 H 5.003 2.749 6.195  0.0754
15 H 4.219 3.885 7.313  0.0766
16 H 4.518 3.426 4.385  -0.0038
17 H 3.091 3.027 3.752  -0.0140
18 C 0.545 3.217 2.211  -0.0074
19 C 1.153 2.078 1.423  -0.5464
20 O 2.358 1.927 1.294  0.0172
21 N 0.289 1.193 0.852  0.0172
22 C -1.153 1.190 0.914  -0.0928
23 H 1.325 3.835 2.650  0.0682
24 H -0.091 3.825 1.565  0.0777
25 H -0.063 2.823 3.027  0.0896
26 H 0.717 0.445 0.324  0.0940
27 H -1.522 0.270 1.373  0.0813
28 H -1.589 1.264 -0.086  0.0739
29 H -1.504 2.030 1.505  0.0660
30 C 2.907 -2.867 4.120  -0.0178
31 C 2.237 -1.508 4.076  -0.5487
32 O 1.479 -1.143 4.960  0.0166
33 N 2.545 -0.696 3.038  0.0368
34 C 3.440 -0.949 1.932  -0.0836
35 H 2.565 -3.374 5.017  0.0756
36 H 2.648 -3.465 3.244  0.0753
37 H 3.992 -2.766 4.155  0.0790
38 H 2.126 0.221 3.094  0.1218
39 H 4.262 -0.233 1.932  0.0848
40 H 2.921 -0.871 0.976  0.0704
41 H 3.854 -1.952 2.014  0.0648
42 C 0.158 -1.565 -3.172  -0.0099
43 C -0.550 -1.493 -1.841  -0.5346
44 O 0.057 -1.223 -0.811  0.0115
45 N -1.883 -1.703 -1.825  0.0252
46 C -2.763 -1.976 -2.947  -0.0788
47 H 1.210 -1.365 -2.988  0.0820
48 H 0.053 -2.548 -3.633  0.0828
49 H -0.259 -0.802 -3.829  0.0463
50 H -2.292 -1.636 -0.905  0.1379
51 H -3.504 -1.182 -3.046  0.0833
52 H -3.275 -2.929 -2.827  0.0644
53 H -2.189 -2.007 -3.867  0.0710
54 C -2.364 3.261 -4.494  -0.0096
55 C -1.317 2.170 -4.468  -0.5355
56 O -1.591 1.030 -4.131  0.0293
57 N -0.049 2.508 -4.817  0.0150
58 C 0.455 3.805 -5.215  -0.0766
59 H -3.306 2.821 -4.183  0.0808
60 H -2.105 4.070 -3.811  0.0861
61 H -2.475 3.680 -5.495  0.0820
62 H 0.606 1.745 -4.757  0.1406
63 H 0.885 3.770 -6.217  0.0817
64 H 1.221 4.158 -4.523  0.0878
65 H -0.353 4.530 -5.220  0.0692
66 C -4.411 -4.077 -7.050  -0.0096
67 C -5.180 -4.065 -5.747  -0.5415
68 O -4.619 -3.926 -4.675  0.0355
69 N -6.531 -4.214 -5.814  0.0060
70 C -7.356 -4.387 -6.988  -0.0834
71 H -3.360 -3.947 -6.813  0.0819
72 H -4.546 -5.021 -7.580  0.0825
73 H -4.734 -3.268 -7.707  0.0832
74 H -6.982 -4.197 -4.912  0.1394
75 H -8.085 -3.580 -7.082  0.0823
76 H -7.898 -5.335 -6.955  0.0821
77 H -6.736 -4.386 -7.879  0.0686